# 1
A 5-piece molecular cluster, C22H45NO11S5 overall at a distorted geometry, computed with ωB97M-V/def2-TZVPD.

Element x y z (Å)
C  6.81  -1.74  -0.16
O  7.87  -1.04  -0.80
C  8.30  -1.70  -1.99
S  9.92  -2.52  -1.59
C  8.68  -0.53  -2.99
C  9.31  -1.04  -4.33
C  10.49  -0.06  -4.71
N  11.29  -0.39  -5.64
O  7.63  0.41  -3.17
C  6.47  -0.16  -3.70
O  5.53  -0.58  -2.71
H  6.99  -1.71  0.94
H  6.74  -2.82  -0.44
H  5.85  -1.20  -0.31
H  7.54  -2.39  -2.40
H  9.65  -3.74  -1.04
H  9.49  0.03  -2.46
H  8.60  -0.97  -5.19
H  9.67  -2.08  -4.29
H  10.57  0.89  -4.16
H  10.96  -1.31  -5.97
H  5.97  0.64  -4.29
H  6.65  -1.01  -4.40
H  5.40  -1.51  -2.88
C  1.43  -0.64  -0.70
C  1.97  -0.02  -1.99
C  1.56  -0.93  -3.15
S  0.05  -1.75  -2.63
O  0.31  -3.16  -2.49
O  -1.05  -1.25  -3.42
C  -0.02  -1.02  -1.00
H  1.49  0.06  0.14
H  2.00  -1.53  -0.44
H  1.53  0.97  -2.13
H  3.05  0.11  -1.95
H  1.37  -0.38  -4.06
H  2.31  -1.71  -3.33
H  -0.43  -1.74  -0.29
H  -0.65  -0.14  -1.06
C  -4.96  2.04  -0.49
C  -5.49  0.87  0.34
C  -4.28  0.08  0.85
S  -2.94  1.26  0.98
O  -1.91  0.90  0.03
O  -2.64  1.49  2.38
C  -3.85  2.66  0.34
H  -5.74  2.76  -0.71
H  -4.56  1.67  -1.44
H  -6.06  1.24  1.18
H  -6.15  0.23  -0.25
H  -4.46  -0.36  1.83
H  -3.97  -0.69  0.15
H  -3.18  3.30  -0.24
H  -4.25  3.21  1.19
C  -1.00  -0.89  5.56
C  0.43  -1.12  6.08
C  1.10  -2.12  5.13
S  0.31  -1.91  3.54
O  -0.41  -3.13  3.22
O  1.24  -1.31  2.61
C  -0.87  -0.68  4.06
H  -1.48  -0.04  6.05
H  -1.61  -1.78  5.76
H  0.97  -0.17  6.06
H  0.43  -1.48  7.10
H  2.16  -1.93  5.03
H  0.94  -3.15  5.45
H  -1.81  -0.81  3.53
H  -0.45  0.30  3.84
C  -10.93  3.21  1.08
C  -10.57  2.17  2.14
C  -9.37  1.38  1.62
S  -8.48  2.48  0.52
O  -8.56  1.95  -0.82
O  -7.23  2.85  1.13
C  -9.62  3.85  0.66
H  -11.63  3.95  1.46
H  -11.40  2.71  0.22
H  -10.30  2.68  3.07
H  -11.41  1.51  2.37
H  -8.71  1.06  2.42
H  -9.69  0.51  1.04
H  -9.67  4.37  -0.30
H  -9.24  4.52  1.43

Net charge ... 0
Kohn-Sham gap ... 9.533 eV
SMILES string ... [H]/N=C\C[C@@H](OCO)[C@@H](S)OC.O=S1(=O)CCCC1.O=S1(=O)CCCC1.O=S1(=O)CCCC1.O=S1(=O)CCCC1
HOMO level ... -9.20 eV

# 2
One molecule with the formula C22H46O, computed with ωB97M-V/def2-TZVPD.

Element x y z (Å)
C  9.46  2.68  -1.01
C  8.29  2.63  -0.04
C  7.88  1.20  0.28
C  6.80  1.10  1.36
C  5.47  1.77  1.01
C  4.80  1.24  -0.27
C  4.45  -0.24  -0.20
C  3.66  -0.68  -1.43
C  3.42  -2.19  -1.50
C  2.61  -2.77  -0.34
C  1.19  -2.22  -0.25
C  0.39  -2.92  0.84
C  -1.01  -2.33  1.03
C  -1.93  -2.58  -0.16
C  -3.39  -2.22  0.12
C  -3.62  -0.72  0.29
C  -5.10  -0.39  0.48
C  -5.33  1.11  0.63
C  -6.78  1.47  0.95
C  -7.74  1.18  -0.20
C  -9.16  1.67  0.11
H  -9.51  1.19  1.02
C  -10.13  1.36  -1.03
O  -11.42  1.85  -0.80
H  -11.75  1.48  0.03
H  -10.15  0.27  -1.21
H  -9.80  1.85  -1.95
H  -9.15  2.75  0.28
H  -7.77  0.11  -0.40
H  -7.38  1.68  -1.11
H  -6.83  2.54  1.18
H  -7.11  0.93  1.84
H  -4.70  1.48  1.45
H  -5.02  1.62  -0.28
H  -5.48  -0.91  1.36
H  -5.66  -0.76  -0.39
H  -3.07  -0.37  1.16
H  -3.24  -0.19  -0.59
H  -3.73  -2.75  1.01
H  -4.01  -2.57  -0.72
H  -1.59  -2.01  -1.03
H  -1.88  -3.64  -0.43
H  -0.93  -1.26  1.21
H  -1.46  -2.79  1.92
H  0.30  -3.98  0.60
H  0.93  -2.83  1.78
H  1.22  -1.15  -0.04
H  0.70  -2.35  -1.22
H  3.13  -2.58  0.61
H  2.56  -3.85  -0.47
H  2.91  -2.42  -2.43
H  4.39  -2.69  -1.53
H  4.21  -0.38  -2.33
H  2.70  -0.16  -1.45
H  3.87  -0.43  0.70
H  5.37  -0.84  -0.14
H  3.88  1.81  -0.43
H  5.45  1.43  -1.13
H  4.78  1.62  1.84
H  5.62  2.84  0.90
H  7.18  1.57  2.28
H  6.62  0.05  1.58
H  7.54  0.71  -0.63
H  8.76  0.65  0.64
H  8.57  3.14  0.89
H  7.45  3.17  -0.47
H  10.33  2.17  -0.59
H  9.20  2.18  -1.95
H  9.74  3.70  -1.24

Net charge ... 0
Kohn-Sham gap ... 11.123 eV
SMILES string ... CCCCCCCCCCCCCCCCCCCCCCO
HOMO level ... -10.11 eV
ΔE to the lowest compared entry with this formula, charge and spin ... 0.318 eV

# 3
C22H47BN3O14P2S as an isolated structure at a distorted geometry, computed with ωB97M-V/def2-TZVPD.

Element x y z (Å)
C  -5.17  -3.62  1.97
C  -3.93  -3.32  0.95
C  -4.27  -2.24  -0.17
C  -5.13  -3.04  -1.30
C  -3.01  -1.41  -0.78
B  -3.73  -0.29  -1.75
O  -5.13  0.12  -1.59
O  -3.12  0.34  -2.90
C  -2.41  -0.45  0.42
P  -3.71  0.68  1.23
O  -3.05  2.05  1.98
O  -4.45  -0.21  2.51
N  -1.09  0.14  0.15
C  -1.03  1.49  -0.35
O  -0.23  2.42  0.48
C  -0.05  3.67  -0.23
O  1.03  3.67  -1.17
C  0.60  3.79  -2.55
C  1.53  4.74  -3.46
O  0.67  5.77  -4.05
C  0.02  -0.79  -0.10
C  1.37  -0.14  -0.72
C  2.38  0.60  0.25
O  3.30  1.40  -0.59
C  3.81  2.37  0.34
O  5.00  2.31  0.74
C  0.49  -1.52  1.26
C  -0.23  -2.86  1.76
C  0.59  -0.67  2.61
C  -0.73  0.00  3.21
C  -0.46  -1.76  -1.31
S  0.54  -3.40  -1.35
P  -0.04  -1.22  -3.08
O  1.46  -1.83  -3.65
O  -0.16  0.38  -3.52
N  -1.92  -2.23  -1.35
N  -2.13  -2.77  -2.65
H  -5.14  -4.71  2.30
H  -6.17  -3.47  1.42
H  -5.12  -2.98  2.91
H  -3.01  -3.16  1.59
H  -3.77  -4.34  0.41
H  -5.07  -1.55  0.30
H  -4.51  -3.80  -1.89
H  -5.78  -2.35  -1.94
H  -5.88  -3.68  -0.69
H  -5.04  1.11  -1.56
H  -3.70  0.08  -3.66
H  -2.24  -1.22  1.28
H  -3.10  1.92  2.96
H  -5.40  -0.38  2.29
H  -2.04  2.05  -0.46
H  -0.59  1.63  -1.42
H  -1.06  4.01  -0.65
H  0.24  4.43  0.59
H  -0.48  4.13  -2.70
H  0.66  2.73  -3.00
H  2.45  5.17  -2.93
H  1.87  4.10  -4.36
H  0.27  6.27  -3.31
H  2.01  -0.98  -1.20
H  1.22  0.62  -1.55
H  2.99  -0.19  0.85
H  1.95  1.32  1.01
H  3.15  3.20  0.79
H  1.57  -1.87  1.04
H  0.56  -3.65  2.04
H  -0.82  -2.70  2.75
H  -0.95  -3.37  1.05
H  0.91  -1.44  3.41
H  1.41  0.12  2.68
H  -0.86  1.01  2.69
H  -1.66  -0.64  3.23
H  -0.49  0.27  4.31
H  1.86  -3.12  -1.07
H  1.52  -1.78  -4.63
H  -0.79  0.51  -4.27
H  -1.90  -3.13  -0.79
H  -1.99  -3.81  -2.64
H  -3.10  -2.70  -2.98
C  8.39  0.55  2.47
C  8.24  1.92  1.89
O  9.15  2.70  2.65
C  10.09  1.85  3.14
O  11.10  2.19  3.68
O  9.73  0.55  2.93
H  8.23  -0.23  1.73
H  7.72  0.38  3.32
H  8.53  1.97  0.83
H  7.22  2.31  1.99

Net charge ... +1
Kohn-Sham gap ... 7.502 eV
HOMO level ... -10.22 eV

- net charge of number 3 (C22H47BN3O14P2S)?
  +1

- Which value of Kohn-Sham gap does entry 1 give?
  9.533 eV

- Look up the net charge of the third one.
  +1

What did the second record say?
One molecule with the formula C22H46O, computed with ωB97M-V/def2-TZVPD.

Element x y z (Å)
C  9.46  2.68  -1.01
C  8.29  2.63  -0.04
C  7.88  1.20  0.28
C  6.80  1.10  1.36
C  5.47  1.77  1.01
C  4.80  1.24  -0.27
C  4.45  -0.24  -0.20
C  3.66  -0.68  -1.43
C  3.42  -2.19  -1.50
C  2.61  -2.77  -0.34
C  1.19  -2.22  -0.25
C  0.39  -2.92  0.84
C  -1.01  -2.33  1.03
C  -1.93  -2.58  -0.16
C  -3.39  -2.22  0.12
C  -3.62  -0.72  0.29
C  -5.10  -0.39  0.48
C  -5.33  1.11  0.63
C  -6.78  1.47  0.95
C  -7.74  1.18  -0.20
C  -9.16  1.67  0.11
H  -9.51  1.19  1.02
C  -10.13  1.36  -1.03
O  -11.42  1.85  -0.80
H  -11.75  1.48  0.03
H  -10.15  0.27  -1.21
H  -9.80  1.85  -1.95
H  -9.15  2.75  0.28
H  -7.77  0.11  -0.40
H  -7.38  1.68  -1.11
H  -6.83  2.54  1.18
H  -7.11  0.93  1.84
H  -4.70  1.48  1.45
H  -5.02  1.62  -0.28
H  -5.48  -0.91  1.36
H  -5.66  -0.76  -0.39
H  -3.07  -0.37  1.16
H  -3.24  -0.19  -0.59
H  -3.73  -2.75  1.01
H  -4.01  -2.57  -0.72
H  -1.59  -2.01  -1.03
H  -1.88  -3.64  -0.43
H  -0.93  -1.26  1.21
H  -1.46  -2.79  1.92
H  0.30  -3.98  0.60
H  0.93  -2.83  1.78
H  1.22  -1.15  -0.04
H  0.70  -2.35  -1.22
H  3.13  -2.58  0.61
H  2.56  -3.85  -0.47
H  2.91  -2.42  -2.43
H  4.39  -2.69  -1.53
H  4.21  -0.38  -2.33
H  2.70  -0.16  -1.45
H  3.87  -0.43  0.70
H  5.37  -0.84  -0.14
H  3.88  1.81  -0.43
H  5.45  1.43  -1.13
H  4.78  1.62  1.84
H  5.62  2.84  0.90
H  7.18  1.57  2.28
H  6.62  0.05  1.58
H  7.54  0.71  -0.63
H  8.76  0.65  0.64
H  8.57  3.14  0.89
H  7.45  3.17  -0.47
H  10.33  2.17  -0.59
H  9.20  2.18  -1.95
H  9.74  3.70  -1.24

Net charge ... 0
Kohn-Sham gap ... 11.123 eV
SMILES string ... CCCCCCCCCCCCCCCCCCCCCCO
HOMO level ... -10.11 eV
ΔE to the lowest compared entry with this formula, charge and spin ... 0.318 eV